Below is a molecular structure, C30H38N12O3P2PtS, with properties calculated with wB97M-V/def2-TZVPD.

Highest occupied orbital energy: -13.320 eV
Orbital gap: 7.391 eV
Energy above the lowest of the compared OMol25 structures with the same formula, charge and spin: 0.000 eV
Net charge: +2
Spin multiplicity: 1

Cartesian coordinates (Å):
Pt (-0.795, -0.621, -0.159)
N (-2.135, 0.804, -0.850)
C (-3.304, 1.035, 0.018)
C (-4.440, 1.622, -0.511)
C (-5.543, 1.815, 0.307)
C (-5.507, 1.414, 1.636)
C (-4.364, 0.824, 2.152)
C (-3.239, 0.641, 1.348)
P (-1.716, -0.184, 1.897)
C (-2.223, -1.642, 2.809)
C (-1.536, -2.031, 3.956)
C (-1.847, -3.237, 4.566)
C (-2.837, -4.048, 4.033)
C (-3.521, -3.660, 2.887)
C (-3.210, -2.464, 2.267)
C (-0.887, 0.891, 3.100)
C (-1.568, 1.547, 4.125)
C (-0.866, 2.300, 5.055)
C (0.521, 2.378, 4.985)
C (1.208, 1.712, 3.979)
C (0.503, 0.976, 3.035)
H (-1.661, 1.698, -0.967)
H (-2.454, 0.520, -1.779)
H (-4.475, 1.906, -1.556)
H (-6.441, 2.261, -0.100)
H (-6.378, 1.541, 2.264)
H (-4.364, 0.458, 3.171)
H (-0.756, -1.406, 4.373)
H (-1.311, -3.544, 5.454)
H (-3.076, -4.989, 4.509)
H (-4.291, -4.297, 2.472)
H (-3.730, -2.176, 1.360)
H (-2.644, 1.465, 4.211)
H (-1.397, 2.802, 5.853)
H (1.066, 2.937, 5.737)
H (2.291, 1.740, 3.946)
H (1.028, 0.437, 2.258)
N (2.766, -1.197, 0.079)
C (1.812, -2.123, 0.512)
N (2.194, -3.292, 0.975)
N (1.053, -3.917, 1.310)
N (0.035, -3.173, 1.074)
N (0.487, -2.002, 0.551)
C (2.653, 0.152, 0.029)
N (3.777, 0.940, 0.109)
N (3.382, 2.151, 0.019)
N (2.057, 2.119, -0.086)
N (1.550, 0.869, -0.111)
H (3.710, -1.538, 0.209)
C (-0.708, 4.518, 2.365)
N (0.747, 4.696, 2.299)
C (1.494, 5.296, 3.284)
C (2.802, 5.181, 2.935)
N (2.821, 4.528, 1.734)
C (1.571, 4.230, 1.360)
S (1.161, 3.534, -0.194)
H (-1.112, 5.308, 2.989)
H (-0.928, 3.544, 2.798)
H (-1.133, 4.605, 1.370)
H (1.033, 5.747, 4.145)
H (3.699, 5.505, 3.434)
H (3.638, 4.279, 1.188)
C (1.180, -0.054, -4.485)
C (1.532, -0.914, -3.294)
O (0.539, -1.946, -3.071)
P (-0.763, -1.691, -2.200)
O (-1.359, -3.133, -2.099)
C (-0.568, -4.345, -1.826)
C (-0.595, -5.231, -3.042)
O (-1.822, -0.919, -3.106)
C (-2.285, -1.486, -4.379)
C (-2.874, -0.372, -5.202)
H (1.998, 0.638, -4.690)
H (0.275, 0.528, -4.308)
H (1.032, -0.668, -5.374)
H (1.627, -0.320, -2.381)
H (2.463, -1.452, -3.453)
H (-1.035, -4.798, -0.957)
H (0.447, -4.053, -1.556)
H (-1.618, -5.484, -3.316)
H (-0.063, -6.157, -2.820)
H (-0.103, -4.751, -3.888)
H (-3.014, -2.257, -4.140)
H (-1.432, -1.950, -4.873)
H (-3.701, 0.108, -4.677)
H (-3.266, -0.777, -6.135)
H (-2.122, 0.378, -5.449)

***

Below is 2 unconnected molecules or ions with the total composition C2H11N2O at a distorted geometry, with properties calculated with wB97M-V/def2-TZVPD.

<S²>: 0.75
Highest occupied orbital energy (alpha / beta): -3.005 / -9.769 eV
Orbital gap (alpha / beta): 4.091 / 10.370 eV
Energy above the lowest of the compared OMol25 structures with the same formula, charge and spin: 1.312 eV
Spin multiplicity: 2

Cartesian coordinates (Å):
C (-0.090, 1.686, -0.245)
N (1.201, 1.012, -0.022)
C (-1.198, 0.592, -0.632)
N (-0.654, -0.792, -0.556)
H (0.030, 2.337, -1.094)
H (-0.428, 2.292, 0.709)
H (1.797, 0.877, -0.934)
H (1.736, 1.472, 0.807)
H (-1.649, 0.797, -1.649)
H (-1.850, 0.800, 0.293)
H (-1.249, -1.346, 0.058)
H (-0.404, -1.158, -1.394)
H (0.229, -0.700, -0.029)
H (0.445, -3.253, 1.960)
H (1.316, -1.956, 1.509)
O (0.769, -2.660, 1.217)

***

Below is 2 unconnected molecules or ions with the total composition H5N3 at a distorted geometry, with properties calculated with wB97M-V/def2-TZVPD.

Highest occupied orbital energy (alpha / beta): -9.893 / -8.071 eV
Orbital gap (alpha / beta): 10.681 / 8.151 eV
Energy above the lowest of the compared OMol25 structures with the same formula, charge and spin: 2.587 eV
Spin multiplicity: 1

Cartesian coordinates (Å):
N (1.357, 0.199, 0.123)
N (-1.661, -0.238, -0.042)
N (0.603, -0.902, -0.064)
H (1.228, 0.999, -0.492)
H (1.539, 0.335, 1.040)
H (-1.802, 0.116, 0.959)
H (-1.291, 0.532, -0.610)
H (0.027, -1.041, -0.915)

***

Below is a molecular structure, C3H2FO2V at a distorted geometry, with properties calculated with wB97M-V/def2-TZVPD.

<S²>: 6.00
Highest occupied orbital energy (alpha / beta): -6.799 / -6.805 eV
Orbital gap (alpha / beta): 5.748 / 6.019 eV
Energy above the lowest of the compared OMol25 structures with the same formula, charge and spin: 0.402 eV
Spin multiplicity: 5

Cartesian coordinates (Å):
F (0.489, -1.878, 0.298)
O (-1.179, 0.381, -0.353)
O (-0.045, 0.501, 1.628)
C (-0.353, -0.247, -1.519)
C (0.684, -0.594, -0.542)
C (-0.232, 0.006, 0.502)
H (-0.096, 0.582, -2.195)
H (1.741, -0.313, -0.592)
V (-1.008, 1.563, 2.772)

***

Below is a single C20H25NO molecule, with properties calculated with wB97M-V/def2-TZVPD.

Highest occupied orbital energy: -8.230 eV
Orbital gap: 9.036 eV
Energy above the lowest of the compared OMol25 structures with the same formula, charge and spin: 0.847 eV
SMILES string: O[C@@H](c1ccccc1)C1CCN(CCc2ccccc2)CC1
Spin multiplicity: 1

Cartesian coordinates (Å):
O (-1.030, 2.100, -3.897)
H (-1.879, 1.646, -3.935)
C (-0.772, 2.459, -2.555)
C (-1.871, 3.329, -1.985)
C (-3.189, 2.888, -1.978)
C (-4.196, 3.679, -1.457)
C (-3.899, 4.926, -0.933)
C (-2.590, 5.375, -0.935)
C (-1.584, 4.582, -1.459)
H (-0.565, 4.938, -1.461)
H (-2.351, 6.347, -0.530)
H (-4.686, 5.544, -0.527)
H (-5.216, 3.322, -1.459)
H (-3.440, 1.914, -2.378)
C (-0.548, 1.214, -1.670)
C (-0.204, 1.595, -0.232)
C (0.057, 0.336, 0.593)
N (1.145, -0.414, 0.004)
C (1.728, -1.417, 0.861)
H (2.602, -1.826, 0.345)
C (0.808, -2.589, 1.277)
C (1.560, -3.527, 2.170)
C (1.694, -3.252, 3.526)
C (2.426, -4.089, 4.348)
C (3.036, -5.217, 3.826)
C (2.910, -5.500, 2.477)
C (2.180, -4.660, 1.656)
H (2.085, -4.887, 0.603)
H (3.381, -6.380, 2.063)
H (3.606, -5.872, 4.467)
H (2.521, -3.862, 5.400)
H (1.217, -2.374, 3.939)
H (-0.062, -2.190, 1.803)
H (0.466, -3.113, 0.383)
H (2.081, -0.913, 1.766)
C (0.802, -0.866, -1.328)
C (0.582, 0.348, -2.226)
H (0.348, 0.029, -3.243)
H (1.500, 0.936, -2.255)
H (1.630, -1.466, -1.713)
H (-0.110, -1.491, -1.333)
H (0.339, 0.615, 1.611)
H (-0.876, -0.255, 0.644)
H (0.696, 2.212, -0.229)
H (-1.017, 2.168, 0.219)
H (-1.474, 0.625, -1.665)
H (0.160, 3.032, -2.599)

***

Below is 9 unconnected molecules or ions with the total composition C22H43Cl9F3N5O7 at a distorted geometry, with properties calculated with wB97M-V/def2-TZVPD.

Highest occupied orbital energy: -8.954 eV
Orbital gap: 9.162 eV
Energy above the lowest of the compared OMol25 structures with the same formula, charge and spin: 0.000 eV
SMILES string: CCOC(=O)C(F)(F)F.ClC(Cl)Cl.ClC(Cl)Cl.ClC(Cl)Cl.CN(C)C=O.CN(C)C=O.CN(C)C=O.CN(C)C=O.CN(C)C=O
Spin multiplicity: 1

Cartesian coordinates (Å):
C (6.375, -22.067, -1.636)
C (5.310, -21.731, -0.614)
O (5.934, -21.883, 0.697)
C (5.714, -23.067, 1.219)
O (5.068, -23.926, 0.777)
C (6.427, -23.205, 2.582)
F (5.618, -23.452, 3.640)
F (7.265, -24.164, 2.411)
F (7.080, -22.067, 2.916)
H (7.271, -21.518, -1.307)
H (6.019, -21.709, -2.606)
H (6.585, -23.137, -1.633)
H (4.489, -22.438, -0.693)
H (4.992, -20.684, -0.646)
C (-3.477, -21.735, 2.076)
O (-3.226, -22.744, 2.723)
N (-3.494, -20.487, 2.605)
C (-4.122, -19.399, 1.832)
C (-3.262, -20.202, 4.042)
H (-3.741, -21.819, 1.009)
H (-4.991, -19.122, 2.427)
H (-4.416, -19.654, 0.828)
H (-3.476, -18.509, 1.858)
H (-4.196, -19.979, 4.564)
H (-2.766, -21.037, 4.556)
H (-2.608, -19.301, 4.120)
C (-0.939, -22.891, 5.368)
O (-0.273, -22.104, 6.024)
N (-1.956, -23.535, 5.901)
C (-2.641, -24.520, 5.080)
C (-2.381, -23.442, 7.327)
H (-0.730, -23.115, 4.308)
H (-2.228, -24.524, 4.097)
H (-3.696, -24.284, 4.991)
H (-2.536, -25.498, 5.560)
H (-3.143, -22.668, 7.380)
H (-2.896, -24.394, 7.532)
H (-1.533, -23.164, 7.962)
C (0.098, -25.953, 2.691)
O (-1.052, -26.257, 2.357)
N (0.688, -24.789, 2.449)
C (1.978, -24.405, 2.920)
C (-0.135, -23.799, 1.773)
H (0.623, -26.704, 3.277)
H (2.345, -25.201, 3.575)
H (1.806, -23.479, 3.481)
H (2.637, -24.101, 2.077)
H (0.040, -22.777, 2.136)
H (0.140, -23.824, 0.714)
H (-1.131, -24.200, 1.886)
C (5.174, -23.991, 6.983)
O (4.424, -24.971, 6.905)
N (4.766, -22.755, 6.696)
C (5.669, -21.536, 6.781)
C (3.516, -22.640, 5.926)
H (6.223, -24.140, 7.214)
H (6.658, -21.829, 7.138)
H (5.215, -20.876, 7.521)
H (5.696, -21.045, 5.791)
H (3.445, -23.489, 5.234)
H (2.595, -22.642, 6.528)
H (3.562, -21.713, 5.347)
C (-5.456, -23.938, -0.142)
O (-4.726, -22.994, -0.394)
N (-4.941, -25.120, 0.289)
C (-5.792, -26.229, 0.736)
C (-3.513, -25.285, 0.667)
H (-6.559, -23.944, -0.255)
H (-5.709, -26.350, 1.825)
H (-5.440, -27.103, 0.164)
H (-6.863, -26.098, 0.551)
H (-2.888, -24.449, 0.372)
H (-3.537, -25.393, 1.732)
H (-3.164, -26.203, 0.198)
C (0.156, -26.878, 6.795)
Cl (0.998, -28.391, 6.586)
Cl (1.156, -25.472, 6.404)
Cl (-0.425, -26.744, 8.490)
H (-0.598, -26.840, 6.019)
C (1.814, -19.263, 2.166)
Cl (2.880, -20.612, 1.684)
Cl (2.438, -18.597, 3.669)
Cl (0.124, -19.809, 2.313)
H (1.867, -18.556, 1.355)
C (-2.429, -28.675, 2.883)
Cl (-1.188, -29.188, 4.097)
Cl (-3.975, -28.397, 3.713)
Cl (-2.604, -29.967, 1.677)
H (-2.007, -27.775, 2.462)

***

Below is 2 unconnected molecules or ions with the total composition C4H12S2Si at a distorted geometry, with properties calculated with wB97M-V/def2-TZVPD.

Highest occupied orbital energy: -7.875 eV
Orbital gap: 6.601 eV
Energy above the lowest of the compared OMol25 structures with the same formula, charge and spin: 4.194 eV
Spin multiplicity: 1

Cartesian coordinates (Å):
C (1.438, 1.491, 1.154)
C (-2.056, -0.507, -1.318)
C (2.028, 0.297, 0.472)
C (-1.164, 0.199, -0.320)
Si (0.594, -0.430, -0.588)
S (0.382, -2.532, -1.189)
S (0.471, 2.134, -2.730)
H (2.220, 2.255, 1.440)
H (0.628, 1.918, 0.467)
H (0.764, 1.221, 2.073)
H (-1.838, 0.055, -2.323)
H (-1.915, -1.595, -1.326)
H (-3.125, -0.318, -0.864)
H (2.674, -0.278, 1.018)
H (2.731, 0.736, -0.296)
H (-1.551, -0.110, 0.687)
H (-1.346, 1.263, -0.216)
H (1.055, -3.167, -0.293)
H (0.242, 1.245, -3.572)

***

Below is a molecular structure, C2H3N2O2 at a distorted geometry, with properties calculated with wB97M-V/def2-TZVPD.

Highest occupied orbital energy: -15.771 eV
Orbital gap: 8.651 eV
Energy above the lowest of the compared OMol25 structures with the same formula, charge and spin: 4.900 eV
Net charge: +1
Spin multiplicity: 1

Cartesian coordinates (Å):
C (0.963, -0.189, 0.051)
C (0.270, 1.008, -0.262)
N (0.452, -1.014, 0.817)
N (-2.333, 0.064, -0.436)
O (-2.083, -0.916, -0.005)
O (-0.908, 1.154, -0.508)
H (1.928, -0.316, -0.404)
H (0.719, 1.978, -0.258)
H (0.993, -1.769, 1.004)